13 unconnected molecules or ions with the total composition H26O13, computed with wB97M-V/def2-TZVPD.

Values from the calculation:
**Orbital gap**: 7.58 eV
**Molar mass**: 234.2 g/mol
**Net charge**: 0
**E_HOMO**: -0.3031 Ha

```
39
Properties=species:S:1:pos:R:3:forces:R:3
H 0.035 -0.612 0.220 0.2 0.2 0.1
H -0.073 -0.065 -1.193 0.8 -0.3 0.0
H 0.490 -4.536 1.822 0.0 -0.1 0.1
H -0.898 -4.132 2.289 0.0 0.0 0.1
H 3.300 1.745 2.150 0.0 0.0 0.0
H 3.904 2.085 0.797 -0.1 -0.1 0.0
H -1.611 1.848 -4.924 0.0 0.1 -0.1
H -1.945 2.245 -6.353 0.0 0.1 0.1
H 2.594 -2.305 0.527 0.1 0.1 0.0
H 2.848 -2.727 -0.910 0.1 0.0 -0.1
H -4.386 -0.198 -3.799 0.0 0.1 -0.1
H -3.086 0.348 -3.231 -0.1 0.0 0.0
H 0.666 2.542 4.904 0.0 -0.2 0.0
H 1.109 1.483 3.907 -0.3 0.0 0.1
H 1.384 -0.795 2.929 0.2 -0.1 -0.1
H 0.285 -1.838 2.801 0.1 -0.2 0.4
H 2.007 -1.199 -3.212 0.2 0.2 -0.1
H 0.863 -1.859 -3.963 0.2 -0.2 -0.2
H 0.678 1.022 -2.344 0.3 0.3 0.0
H 0.317 -0.183 -3.198 0.0 0.3 -0.2
H -1.243 1.188 0.919 -0.1 -0.5 0.2
H -2.200 0.681 -0.147 0.1 -0.1 0.2
H -1.737 2.499 2.010 -0.2 0.0 0.3
H -0.678 3.493 2.457 0.0 0.0 0.0
H -2.515 -0.522 2.936 -0.2 0.2 -0.1
H -1.302 -0.958 2.131 -0.5 0.6 0.2
O -0.194 0.185 -0.270 8.0 -1.6 -5.6
O 0.020 -4.169 2.579 0.0 0.2 -0.3
O 3.194 1.578 1.207 0.1 0.1 0.1
O -1.512 2.570 -5.556 0.0 -0.1 0.0
O 3.182 -2.145 -0.219 -0.2 -0.2 0.0
O -3.718 0.480 -3.947 0.2 -0.1 0.1
O 1.305 1.831 4.785 0.2 0.2 -0.1
O 0.434 -0.885 2.794 3.4 -0.5 -0.5
O 1.824 -1.779 -3.959 -0.1 -0.6 0.1
O 0.945 0.546 -3.139 -0.4 0.2 0.3
O -1.716 0.397 0.636 -9.2 2.3 4.4
O -1.019 2.611 2.643 0.1 0.2 -0.2
O -1.553 -0.469 2.923 -3.0 -0.4 1.0
```
Positions in Å, forces in eV/Å.

13 unconnected molecules or ions with the total composition H26O13, computed with wB97M-V/def2-TZVPD.

Values from the calculation:
**Orbital gap**: 8.96 eV
**Molar mass**: 234.2 g/mol
**Net charge**: 0
**E_HOMO**: -0.3269 Ha

```
39
Properties=species:S:1:pos:R:3:forces:R:3
H -0.154 0.017 0.585 0.0 -0.6 -0.2
H -0.109 1.434 0.038 -0.6 0.2 0.5
H -1.720 0.645 -3.248 0.0 -0.2 0.1
H -0.379 -0.020 -2.984 -0.1 -0.1 0.3
H -1.565 2.060 2.449 0.3 -0.2 0.4
H -1.729 3.214 1.474 0.0 0.2 0.8
H 0.975 0.967 -1.238 -0.1 0.0 -0.1
H 1.567 0.454 -2.541 0.1 -0.3 -0.1
H -0.552 -3.311 -0.620 0.1 0.0 -0.2
H 0.137 -1.960 -0.520 -0.2 0.1 -0.2
H 1.387 -2.495 -2.770 -0.1 0.1 0.1
H 2.545 -1.870 -3.529 -0.1 -0.1 0.0
H 0.031 -4.205 2.115 0.1 -0.2 -0.4
H 1.247 -4.093 3.019 0.2 -0.2 0.0
H -4.820 1.297 1.601 0.1 -0.1 0.1
H -5.610 0.196 2.289 0.1 0.0 0.0
H 2.207 2.834 -3.484 0.0 0.1 -0.1
H 3.036 1.709 -4.083 0.0 0.1 -0.2
H -2.438 2.849 -0.270 0.2 -0.3 -0.2
H -1.302 3.790 -0.635 0.0 0.1 -0.4
H 1.989 1.363 2.043 -0.2 0.1 0.0
H 1.891 2.720 2.721 0.0 0.0 0.1
H 2.782 -0.453 1.888 0.0 -0.3 0.0
H 2.362 -1.662 1.069 -0.1 -0.2 0.1
H -0.130 -2.545 2.519 0.2 0.4 -0.2
H -1.608 -2.315 2.250 -0.2 0.4 0.1
O -0.511 0.900 0.732 2.6 -5.0 -2.2
O -1.326 -0.198 -2.998 -0.8 0.0 -0.6
O -1.267 2.376 1.589 -2.7 3.9 5.3
O 0.903 0.246 -1.874 1.0 0.7 0.6
O -0.070 -2.747 -0.005 1.0 -0.9 -3.1
O 1.628 -1.713 -3.279 0.4 -0.4 -0.4
O 0.958 -3.941 2.113 0.6 -0.7 0.8
O -4.829 0.751 2.395 -0.2 0.0 -0.1
O 2.253 2.247 -4.247 0.1 -0.2 0.3
O -1.479 2.884 -0.357 -0.5 1.9 -4.0
O 1.357 2.053 2.274 0.6 0.1 0.2
O 3.072 -1.337 1.634 0.0 0.3 0.0
O -0.733 -2.141 1.885 -1.8 1.1 2.9
```
Positions in Å, forces in eV/Å.

13 unconnected molecules or ions with the total composition H26O13, computed with wB97M-V/def2-TZVPD.

Values from the calculation:
**Orbital gap**: 9.85 eV
**Molar mass**: 234.2 g/mol
**Net charge**: 0
**E_HOMO**: -0.3839 Ha

```
39
Properties=species:S:1:pos:R:3:forces:R:3
O 2.458 -0.674 1.112 3.1 -1.0 3.8
H 2.322 -0.659 0.208 -0.1 -0.2 -2.9
H 3.301 -1.243 1.305 -2.4 1.6 -0.9
O -0.256 -0.525 1.106 -3.0 -0.7 3.2
H -0.479 0.105 0.485 -0.1 1.6 -2.4
H 0.491 -1.037 1.106 3.1 -1.2 -0.8
O -3.033 0.957 0.034 -3.7 -5.8 2.9
H -2.630 1.683 -0.192 3.5 6.4 -2.0
H -3.415 1.101 0.934 0.3 -0.5 -1.3
O 1.860 -2.782 2.950 0.4 -4.5 -2.5
H 2.215 -2.856 2.017 -0.8 0.8 1.8
H 1.843 -1.957 3.317 0.2 3.5 0.7
O 2.573 2.257 0.801 -0.1 1.0 -0.4
H 1.968 1.853 0.165 0.3 -0.3 0.5
H 3.040 1.596 1.314 -0.4 -0.5 -0.2
O -1.913 0.576 2.845 1.3 -4.3 2.1
H -1.260 -0.233 2.572 -2.1 3.4 0.1
H -1.914 1.225 2.192 0.6 1.2 -1.9
O 1.193 0.495 -2.792 -0.3 -4.8 2.2
H 0.912 -0.088 -1.956 0.9 1.4 -2.8
H 0.971 1.316 -2.437 -0.9 2.7 0.8
O 2.131 -3.041 -0.197 0.3 0.2 0.7
H 1.347 -3.466 -0.535 0.0 -0.2 -0.5
H 2.759 -2.870 -0.899 -0.2 -0.3 -0.4
O -0.818 -1.948 -1.516 1.6 -0.9 -1.5
H -0.678 -2.707 -0.895 -0.1 0.9 -1.1
H -0.318 -2.117 -2.404 -1.5 0.0 2.5
O 1.025 2.967 -1.728 3.8 -1.3 -1.0
H 0.609 3.377 -2.484 -0.3 0.4 -0.4
H 1.972 2.661 -2.099 -2.9 1.5 1.3
O -3.903 -1.357 1.020 -2.5 3.0 6.0
H -3.209 -1.845 0.725 3.4 -2.1 -1.4
H -3.626 -1.090 2.060 -1.0 -1.1 -4.4
O -1.746 0.186 -3.315 -0.8 -1.7 -7.1
H -2.447 0.403 -2.836 -4.5 1.3 3.5
H -1.003 0.224 -2.863 5.1 0.4 3.4
O -1.043 2.957 -0.087 6.4 1.6 -1.5
H -1.283 3.158 0.754 -2.7 0.7 4.2
H -0.015 3.397 0.214 -3.8 -2.1 -2.5
```
Positions in Å, forces in eV/Å.

A molecular structure, H26O25S3Zn3, computed with wB97M-V/def2-TZVPD.

Values from the calculation:
**Orbital gap**: 5.21 eV
**Molar mass**: 718.6 g/mol
**Net charge**: 0
**E_HOMO**: -0.2587 Ha

```
57
Properties=species:S:1:pos:R:3:forces:R:3
Zn -1.970 -2.151 -0.442 -1.4 0.4 -1.9
Zn -2.512 2.159 -0.596 -0.1 -1.1 -0.7
Zn -0.798 0.227 3.346 -0.5 0.2 -1.0
S -3.439 0.022 1.631 -6.5 -0.7 -1.9
O -2.657 0.445 2.788 3.1 0.1 3.2
O -4.766 -0.444 2.037 1.4 0.9 0.5
O -3.561 1.210 0.775 -0.1 1.4 0.1
O -2.852 -1.045 0.860 1.8 -1.0 0.1
S -3.053 -0.132 -2.855 -0.4 0.1 -6.6
O -2.456 -1.222 -2.088 1.3 -2.3 1.9
O -4.349 -0.519 -3.370 -0.5 -0.1 1.0
O -3.162 1.041 -1.990 -0.4 2.1 1.3
O -2.178 0.166 -4.043 -0.2 0.0 2.4
S 0.004 0.091 0.213 1.5 0.8 -1.5
O 0.143 0.016 1.670 1.1 -0.3 1.1
O -0.340 -1.236 -0.272 1.8 0.1 0.3
O -0.953 1.065 -0.134 -1.5 1.4 0.1
O 1.258 0.582 -0.461 -0.8 -1.3 1.6
O 1.558 -3.109 0.016 0.1 -0.9 1.1
H 1.932 -2.808 -0.812 0.3 0.4 -0.8
H 0.752 -2.603 0.113 -0.2 0.4 -0.5
O 1.510 -1.281 -2.248 0.6 -1.0 -0.7
H 1.506 -0.634 -1.542 0.0 0.3 0.0
H 0.654 -1.187 -2.664 -0.4 0.0 -0.3
O -1.285 3.067 -2.125 -0.2 0.4 0.1
H -1.642 3.209 -3.002 -0.4 -0.5 -0.4
H -0.507 3.624 -2.091 0.5 0.1 0.4
O -0.936 -3.636 -1.648 -0.4 -0.1 0.1
H -1.364 -4.271 -2.222 -0.4 0.1 -0.4
H -0.159 -4.092 -1.323 0.6 0.0 0.4
O 1.481 3.211 -0.721 -0.2 1.2 0.2
H 1.420 2.255 -0.719 -0.2 -0.8 0.0
H 2.287 3.398 -1.202 0.2 0.1 -0.3
O 1.030 -0.142 4.228 -1.1 0.6 1.0
H 1.631 0.298 4.829 -0.3 0.4 0.4
H 1.595 -0.686 3.679 0.6 -1.3 -1.4
O -0.446 2.223 3.439 0.1 0.7 0.6
H -0.011 2.770 2.785 0.4 -0.3 -0.5
H -1.019 2.827 3.913 -0.4 0.1 0.3
O -1.863 3.744 0.656 -0.3 0.3 0.3
H -1.015 4.106 0.913 0.5 0.0 -0.5
H -2.496 4.197 1.213 -0.5 0.0 0.1
O 2.225 -1.889 2.638 0.0 0.3 1.0
H 1.744 -2.035 1.823 0.1 -0.2 -0.7
H 3.108 -1.651 2.356 0.4 0.0 -0.3
O -1.479 -3.327 1.153 0.0 -0.9 0.6
H -2.016 -4.081 1.398 -0.3 -0.3 0.0
H -0.739 -3.353 1.759 0.4 0.2 0.0
O 3.729 0.556 0.111 1.1 0.1 0.3
H 4.085 1.438 0.007 0.3 0.2 0.0
H 2.781 0.669 0.038 -0.8 0.0 0.1
O 4.130 -1.869 -1.159 0.2 -0.8 0.1
H 3.488 -1.346 -0.679 0.2 0.3 0.1
H 4.403 -1.308 -1.884 0.0 0.1 -0.2
O 2.672 1.324 -3.014 0.4 0.8 -0.2
H 1.753 1.277 -2.750 -0.3 -0.2 -0.1
H 3.142 0.844 -2.332 0.1 -0.3 0.1
```
Positions in Å, forces in eV/Å.

A molecular structure, H27O13, computed with wB97M-V/def2-TZVPD.

Values from the calculation:
**Orbital gap (spin up / spin down)**: 2.92 / 10.79 eV
**⟨S²⟩**: 0.751
**2S+1**: 2
**Molar mass**: 235.2 g/mol
**Net charge**: 0
**E_HOMO (spin up / spin down)**: -0.1009 / -0.4025 Ha

```
40
Properties=species:S:1:pos:R:3:forces:R:3
O 0.019 -2.141 0.428 0.2 -1.9 1.1
H -2.221 -1.267 1.088 -1.5 -1.7 1.2
H 0.706 -2.798 -0.001 -1.5 1.7 1.3
O 1.104 3.539 1.645 0.2 4.7 -1.1
H 0.276 3.776 1.200 0.3 0.3 0.1
H -0.077 -1.598 3.320 1.2 0.2 -0.5
O -0.695 2.958 -2.634 -3.0 -3.9 -2.6
H 3.771 0.858 -1.277 -0.7 0.0 0.9
O -0.987 -1.747 3.548 -1.6 2.7 3.8
H -3.653 1.733 1.187 2.5 -1.9 -0.6
H -1.158 -0.974 4.324 0.5 -2.9 -3.2
O 2.185 -1.065 2.093 0.6 0.6 0.9
H 2.655 -0.495 2.748 -0.6 -0.6 -0.6
H 1.667 -0.416 1.595 -0.1 -0.2 -0.1
O 0.791 0.206 -3.498 1.4 2.6 -2.7
H 0.824 1.219 -3.408 -0.6 -1.9 0.8
H 1.196 0.195 -4.434 -1.0 -0.7 2.0
O -0.403 -1.835 -2.072 -4.0 -4.1 3.8
H 0.119 -1.316 -2.581 3.3 1.8 -3.0
H -0.318 -2.831 -1.926 0.6 2.4 -1.3
O 3.063 1.473 -1.543 2.3 -0.3 -2.1
H 3.527 1.636 -2.427 -1.6 0.4 1.3
H -3.463 1.503 -2.553 1.4 -2.8 -1.3
O -2.870 1.126 0.806 -3.0 2.3 0.0
H -0.175 -1.610 -0.344 -0.4 0.9 -1.1
H -3.084 1.303 -0.146 0.8 -0.6 0.7
O 2.274 -2.802 -0.341 -1.7 -1.2 -0.1
H 2.384 -3.381 0.408 0.7 -0.1 0.5
H 3.104 -2.514 -0.629 1.9 0.7 -0.6
O -2.366 -2.270 1.424 3.9 2.3 0.6
H -2.007 -2.249 2.453 -0.9 0.7 -1.8
H -1.171 -2.310 1.084 -0.6 -0.9 -0.9
O 0.562 1.303 3.281 0.3 1.2 -1.0
H 0.328 1.310 2.315 -0.4 -0.9 1.0
H 0.869 2.242 3.365 -0.4 -1.0 0.7
O -2.763 0.759 -2.689 0.5 11.6 10.5
H -2.841 0.181 -3.260 -2.1 -8.6 -9.2
H 0.971 2.674 1.809 -0.2 -4.3 0.3
H -1.506 2.249 -2.532 3.1 2.2 -0.4
H -0.636 3.378 -1.826 0.2 1.3 2.8
```
Positions in Å, forces in eV/Å.

Here are the calculated energy relative to the best compared isomer or geometry (same formula, charge and spin) numbers, same order: 765.7, 794.7, 674.1, 0.0, 535.8 (kJ/mol).